Entry 1:
# C29H59IO6

A cluster of 3 separate species, C29H59IO6 in total at a distorted geometry (the ωB97M-V functional and the def2-TZVPD basis, the OMol25 dataset).

XYZ file:
```
95
Properties=species:S:1:pos:R:3:forces:R:3
C -3.01236 2.14524 6.25067 -0.22 -0.12 -0.26
C -3.39656 1.31159 4.93229 0.53 -1.45 0.63
C -2.67601 -0.14177 5.03875 -1.04 0.63 1.92
O -2.85003 -0.94135 3.83707 1.47 1.50 -1.75
C -1.96075 -0.55201 2.81628 3.42 0.92 -0.14
O -0.82085 -0.06965 3.02189 -4.41 -1.45 -0.17
O -2.35807 -0.76313 1.47720 0.18 -0.73 3.24
C -2.21554 -2.14998 1.05094 0.52 -1.18 -1.87
C -1.33757 -2.09803 -0.32124 -1.37 -0.78 -0.05
C -1.71955 -0.86310 -1.27222 1.26 -0.45 -0.65
C -0.43727 0.11298 -1.38265 0.08 -1.10 -1.00
I -0.72470 1.96250 -0.27426 0.19 -0.54 -0.54
C -3.66410 -2.68461 0.62018 0.45 -1.00 0.51
C -4.78357 -2.60838 1.75988 0.83 0.53 0.50
C -5.51297 -1.19013 1.90488 -1.56 -0.65 -0.45
C -5.81932 -0.43416 0.52119 0.17 0.90 1.66
O -4.78462 0.58043 0.33453 -0.48 -0.47 -0.34
C -1.42651 -3.09994 2.06192 0.09 -0.99 0.33
C -1.17390 -4.59830 1.47703 -0.88 1.24 0.59
O -0.37381 -5.27544 2.50976 2.10 -0.06 -1.93
C 1.00156 -5.25364 2.18614 2.07 0.43 -0.65
O 1.60516 -4.34137 1.58417 -2.70 -2.45 1.60
C 1.87944 -6.51347 2.70025 -0.80 1.23 0.60
C 2.38475 -6.09836 4.18873 -0.17 -0.05 -0.66
H -2.24743 1.58756 6.90807 -1.04 0.90 -1.14
H -3.95907 2.26671 6.89177 1.55 0.13 -0.97
H -2.58256 3.15072 5.91794 -0.65 -1.34 0.85
H -4.52197 1.10463 4.97733 1.59 0.42 -0.55
H -3.07180 1.79012 3.95056 -0.55 -0.39 1.39
H -3.25808 -0.69637 5.86762 0.94 0.59 -1.44
H -1.60175 -0.07310 5.40979 -1.28 -0.04 -1.03
H -1.64088 -3.05478 -0.89622 0.57 1.36 0.93
H -0.22313 -2.20133 -0.10707 -1.44 0.45 -0.22
H -2.68774 -0.32936 -1.00469 1.42 -0.61 0.00
H -1.87445 -1.28247 -2.33812 0.23 0.62 1.63
H -0.21800 0.29859 -2.49985 -0.45 0.29 1.90
H 0.52106 -0.37314 -0.97462 -1.64 0.77 -0.40
H -3.93714 -2.18134 -0.36332 0.14 -0.48 1.41
H -3.52974 -3.80596 0.37164 -0.17 1.72 0.26
H -4.26950 -2.81502 2.77358 -0.78 0.17 -1.56
H -5.53217 -3.45274 1.60780 0.81 1.26 0.05
H -4.99613 -0.45176 2.60137 -0.41 -1.16 -0.99
H -6.54269 -1.40452 2.38757 1.57 0.31 -0.60
H -6.80252 0.13213 0.64817 1.00 -1.00 -0.40
H -5.85391 -1.10883 -0.39359 0.15 0.97 1.23
H -4.69107 1.12509 1.14249 -0.26 -0.70 -0.62
H -0.36997 -2.72036 2.32972 -1.76 -0.24 -0.64
H -1.97531 -3.27862 3.06295 0.69 0.47 -1.59
H -0.63164 -4.59771 0.47855 -0.67 -0.01 1.39
H -2.15830 -5.18635 1.41810 1.57 0.85 0.05
H 2.78442 -6.60367 2.00508 -1.52 0.21 0.94
H 1.25596 -7.46399 2.70848 0.88 1.23 0.01
H 3.39279 -6.59913 4.34954 -1.43 0.61 0.18
H 2.52357 -4.96785 4.22077 -0.02 -1.51 -0.04
H 1.60879 -6.37102 4.98412 1.26 0.22 -1.14
C 4.94273 6.34669 -1.46947 0.05 0.20 0.00
C 4.14266 6.32009 -0.17426 0.05 -0.14 0.05
C 3.26471 5.07499 -0.03510 -0.09 0.06 0.08
C 2.17766 4.92232 -1.10406 0.07 -0.01 -0.05
C 1.19719 6.09210 -1.20581 -0.03 -0.16 -0.03
C 0.38550 6.30526 0.06475 -0.06 0.19 -0.03
H 4.29267 6.36824 -2.34702 0.05 -0.03 0.02
H 5.57361 7.23888 -1.50371 0.00 -0.08 -0.07
H 5.59372 5.47146 -1.54231 -0.05 0.02 -0.04
H 3.53609 7.22827 -0.09676 -0.01 -0.06 0.01
H 4.84189 6.34715 0.66870 -0.08 0.03 -0.03
H 2.80217 5.07986 0.95759 0.00 -0.03 -0.05
H 3.90349 4.18477 -0.06304 -0.01 0.05 0.00
H 1.61558 4.00553 -0.89463 0.03 0.08 -0.03
H 2.64648 4.77116 -2.08135 0.01 -0.01 0.01
H 0.50572 5.89293 -2.03178 0.08 0.02 0.02
H 1.72485 7.01544 -1.46556 0.01 -0.04 0.00
H -0.19026 5.40954 0.31340 0.05 0.03 0.03
H -0.31775 7.13117 -0.07192 0.00 -0.07 0.08
H 1.02380 6.55381 0.91565 -0.05 -0.04 -0.01
C 2.17131 -1.47271 -7.33302 0.07 0.11 -0.15
C 3.40014 -1.46609 -6.43395 -0.02 -0.13 0.05
C 3.09450 -1.88389 -4.99449 0.11 0.03 0.07
C 2.12399 -0.96675 -4.24308 -0.05 0.02 -0.08
C 2.55436 0.49858 -4.15071 -0.07 -0.08 0.12
C 3.85562 0.69342 -3.38439 0.04 0.18 -0.05
H 1.41673 -0.75964 -6.99341 0.01 -0.06 -0.02
H 2.45035 -1.19735 -8.35344 -0.10 -0.03 0.04
H 1.71831 -2.46713 -7.36497 -0.03 0.06 0.02
H 3.86747 -0.47631 -6.45546 -0.02 -0.05 0.05
H 4.13886 -2.16148 -6.84716 -0.01 0.07 0.05
H 4.03647 -1.95094 -4.44007 -0.06 0.01 0.00
H 2.67759 -2.89754 -4.99949 0.02 0.04 -0.02
H 1.99132 -1.36279 -3.22929 0.01 0.04 -0.03
H 1.13799 -1.01405 -4.71589 0.00 -0.03 0.00
H 1.76304 1.06021 -3.64190 0.03 0.00 -0.07
H 2.64550 0.93687 -5.14951 -0.03 -0.05 0.02
H 3.76842 0.30789 -2.36493 0.04 -0.01 -0.05
H 4.10036 1.75712 -3.32284 0.04 -0.08 0.06
H 4.69268 0.19083 -3.87422 -0.02 0.00 0.05
```
Positions in Å, forces in eV/Å.

total charge	0
largest force on an atom	4.65	eV/Å
HOMO energy	-8.83	eV



Entry 2:
# C29H59N3O9S

A cluster of 3 separate species, C29H59N3O9S in total at a distorted geometry (the ωB97M-V functional and the def2-TZVPD basis, the OMol25 dataset).

XYZ file:
```
101
Properties=species:S:1:pos:R:3:forces:R:3
C 0.54183 -4.88109 2.83291 0.91 0.31 0.86
O 0.56142 -5.62835 1.61305 -0.97 1.08 0.45
C -0.61319 -5.40154 0.81982 -0.23 -0.53 -1.32
C -1.29351 -6.80359 0.53925 -1.10 0.23 1.10
C -2.76697 -6.80242 1.14830 0.34 -0.28 0.22
C -2.74905 -6.63412 2.73949 0.76 -0.18 -1.22
S -4.28809 -7.37766 3.42690 -2.63 2.64 -0.13
O -4.71589 -6.56112 4.56514 1.41 -1.75 -0.34
O -5.30934 -7.36803 2.38412 1.83 -0.93 0.65
O -3.94869 -8.92351 3.84592 -0.02 1.30 0.03
C -0.24429 -4.60747 -0.50698 -0.01 0.04 1.72
N -1.53315 -4.23613 -1.13998 1.24 0.15 -0.82
C -1.36604 -3.17966 -2.14843 -0.83 -0.62 -1.44
O -1.12810 -1.89720 -1.56399 0.14 -0.09 -0.52
C -1.36614 -0.85713 -2.46001 -1.47 2.35 -2.17
C -2.77985 -0.55360 -2.80108 2.38 0.86 -0.58
C -3.06429 0.50930 -3.74583 1.15 -0.18 0.46
C -4.54120 0.84054 -4.12732 0.73 0.05 0.05
C -1.97198 1.30034 -4.35872 0.04 -1.77 1.41
C -0.57889 1.03106 -4.02933 -2.48 -1.30 1.08
C -0.29413 -0.04884 -3.06052 -0.43 -0.63 -0.43
C 1.17916 -0.38751 -2.62127 -0.03 1.84 0.72
C 1.23227 -0.09518 -1.03607 -0.63 -0.27 -0.77
C 2.24651 0.61254 -3.25867 -0.22 -1.07 0.57
H -0.06227 -3.93651 2.78907 0.37 -0.86 -0.19
H 1.59972 -4.56337 3.06639 -1.03 -0.42 -0.25
H 0.18288 -5.50215 3.70746 0.21 0.53 -0.92
H -1.39124 -4.76266 1.32896 1.03 -0.47 -0.24
H -1.37789 -7.07989 -0.54205 0.32 0.27 0.84
H -0.73733 -7.59772 1.11442 -0.26 0.78 -0.91
H -3.28552 -7.76759 0.88498 0.46 1.10 0.18
H -3.36104 -5.92684 0.76450 0.50 -1.07 0.11
H -2.73527 -5.52456 2.93396 -0.59 -1.29 0.39
H -1.81590 -7.04637 3.20520 -1.03 0.01 -0.30
H -4.36283 -9.09688 4.71723 0.20 0.25 -0.40
H 0.28061 -3.67122 -0.15433 -0.47 -0.93 -0.58
H 0.44385 -5.21623 -1.15248 -0.52 0.53 0.43
H -1.80630 -5.06452 -1.68627 -0.26 0.52 0.34
H -2.32991 -3.16389 -2.74245 0.91 0.14 0.66
H -0.56090 -3.41844 -2.91687 -0.42 0.36 0.92
H -3.56084 -1.17479 -2.29231 0.63 0.82 -0.68
H -4.67228 0.57628 -5.21221 -0.16 0.30 1.03
H -4.71927 1.94555 -3.99177 0.06 -1.13 -0.20
H -5.27413 0.26971 -3.49173 0.78 0.55 -0.71
H -2.28946 2.08418 -5.08874 0.58 -0.68 0.74
H 0.22017 1.65097 -4.49673 -0.73 -0.77 0.61
H 1.44084 -1.45580 -2.82940 -0.25 0.91 0.11
H 1.04827 -1.06899 -0.51865 0.31 1.09 -0.04
H 2.18324 0.40502 -0.72387 -0.74 -0.76 -0.21
H 0.37981 0.61122 -0.81443 0.92 -0.76 0.02
H 3.20680 0.44135 -2.69918 -0.79 0.19 -0.67
H 1.91756 1.66095 -3.04133 0.33 -0.82 -0.46
H 2.42800 0.40144 -4.34298 -0.25 0.50 0.83
C -2.72941 8.45818 -2.87398 0.26 -0.03 0.07
O -2.02592 8.17691 -1.67594 -0.37 0.00 -0.19
C -2.86985 7.69255 -0.63256 0.42 -0.10 0.41
C -2.51734 6.24991 -0.29647 -0.10 0.10 -0.45
N -2.90373 5.35008 -1.38086 0.06 0.01 0.26
C -2.38671 3.98965 -1.22695 -0.04 0.11 -0.33
C -0.86926 3.80312 -1.31268 -0.17 -0.50 0.01
O -0.33031 4.07595 -2.59835 0.10 0.24 0.29
C 0.01843 5.43252 -2.82003 0.05 -0.22 -0.32
H -2.02873 8.90875 -3.57772 0.02 -0.02 0.10
H -3.12347 7.53980 -3.32038 -0.17 0.07 -0.05
H -3.54431 9.16465 -2.69219 -0.06 -0.05 -0.06
H -3.93089 7.79579 -0.87940 0.06 -0.08 -0.15
H -2.67341 8.31309 0.24729 -0.04 -0.01 0.00
H -3.03811 5.95509 0.61968 0.01 -0.03 -0.03
H -1.43733 6.20458 -0.11063 0.02 0.14 0.21
H -2.55931 5.72537 -2.25665 -0.04 -0.01 0.06
H -2.84153 3.39058 -2.02153 0.11 -0.10 0.05
H -2.74600 3.57684 -0.27851 0.05 0.07 0.02
H -0.66483 2.74393 -1.12571 -0.03 0.01 -0.06
H -0.32950 4.35470 -0.53461 -0.02 0.18 -0.09
H 0.33846 5.93692 -1.90463 -0.11 0.00 0.02
H -0.81386 5.97152 -3.27739 0.01 0.22 0.11
H 0.84719 5.45432 -3.53128 -0.01 -0.07 0.05
C 7.30117 1.78940 2.65654 -0.02 -0.26 0.01
O 6.82019 0.89256 3.64371 0.01 0.39 -0.12
C 6.08466 1.54247 4.67881 -0.15 -0.48 0.30
C 4.62634 1.10623 4.64231 0.18 0.18 -0.39
N 3.94819 1.64444 3.46512 -0.05 -0.12 0.23
C 2.61779 1.07818 3.24463 0.18 0.09 -0.27
C 2.53975 -0.40917 2.88636 -0.46 0.13 -0.09
O 3.10140 -0.72434 1.62065 0.18 -0.11 0.42
C 4.49269 -0.99993 1.64274 -0.13 -0.01 -0.38
H 7.92583 1.22413 1.96418 -0.04 -0.04 0.09
H 6.47320 2.23008 2.09242 0.07 0.18 0.00
H 7.90761 2.57944 3.10834 -0.04 0.07 -0.06
H 6.17565 2.63169 4.62757 -0.05 -0.04 -0.17
H 6.52125 1.21880 5.62872 -0.02 0.04 0.01
H 4.12015 1.46264 5.54463 -0.02 -0.01 -0.04
H 4.60561 0.00967 4.64401 0.09 -0.05 0.23
H 4.51470 1.45723 2.64628 -0.02 0.04 0.06
H 2.17040 1.64363 2.42180 -0.08 -0.10 0.02
H 1.99891 1.26745 4.12797 0.07 -0.05 0.03
H 1.47829 -0.66637 2.81034 0.02 0.02 -0.04
H 2.94944 -1.05558 3.67063 0.19 0.04 -0.04
H 4.81432 -1.45272 2.58415 -0.01 0.11 0.04
H 5.06564 -0.09171 1.44497 0.19 -0.03 0.15
H 4.70879 -1.70089 0.83352 -0.09 0.01 0.04
```
Positions in Å, forces in eV/Å.

total charge	0
largest force on an atom	3.73	eV/Å
HOMO energy	-8.26	eV



no.,LUMO (eV)
1,0.63
2,0.48